(1)
34
Properties=species:S:1:pos:R:3:forces:R:3:nbo_charge:R:1 method="wB97M-V/def2-TZVPD" homo_energy_ev=-11.5699 total_charge=+1 e_above_lowest_kcal_mol=0.0
C -1.581739 2.441903 0.960327 -0.544 -0.689 -1.234 -0.1498
C -1.275949 2.568811 -0.346319 0.631 -0.797 0.790 -0.2843
C -0.829134 1.673199 1.963651 0.489 0.189 0.286 0.1264
C -0.216160 1.887566 -1.038959 0.011 0.545 0.268 0.0872
C -0.337738 -1.057601 -3.989392 2.829 -1.713 1.957 -0.4389
C -2.304877 0.162730 -3.944266 0.777 4.658 2.603 -0.3963
C 2.769066 0.309252 3.009734 -2.035 2.181 -1.996 -1.0803
C 1.160894 -1.879058 1.709320 -2.019 -0.594 1.680 -1.1069
C 0.208424 -0.317094 4.411904 1.797 -0.899 1.338 -1.1328
C 0.647857 1.427608 -1.748878 -0.273 0.157 0.927 -0.3601
N 0.004231 0.767177 1.717876 -0.239 0.687 -1.156 -0.8082
N -0.825291 0.280513 -3.882635 -1.874 1.163 -1.040 -0.5241
Si 0.990191 -0.263442 2.697545 0.751 -0.411 0.955 1.7322
H -2.554253 2.810213 1.288432 0.487 0.593 0.068 0.2279
H -1.816439 3.239284 -0.959718 -0.799 0.482 -0.516 0.2390
H -1.029685 2.072072 2.956625 -0.090 -0.235 0.585 0.1550
H -0.939796 -1.679622 -3.329882 0.125 0.209 0.424 0.2332
H -0.472453 -1.556986 -4.908581 0.100 0.215 -1.526 0.2453
H 0.728379 -1.136621 -3.614486 -1.170 0.098 -0.759 0.2401
H -2.558825 -0.081063 -4.872440 -1.112 -1.171 -3.880 0.2184
H -2.732320 -0.455075 -3.242337 -0.377 -1.685 1.653 0.2314
H -2.685039 1.179580 -3.717355 -0.081 -0.511 -0.316 0.2239
H 2.885897 1.053010 3.770628 -0.159 0.677 0.301 0.2412
H 3.306946 -0.486460 3.317868 1.701 -2.981 1.114 0.2339
H 3.248175 0.634815 2.086444 0.053 0.251 -0.043 0.2318
H 2.206206 -2.041938 1.724794 1.093 -0.560 -0.527 0.2372
H 0.672121 -2.735105 2.258245 0.658 0.762 -0.126 0.2458
H 0.677281 -1.978087 0.745744 0.336 0.561 -0.419 0.2382
H -0.786824 -0.046921 4.287550 -2.036 0.867 -0.079 0.2245
H 0.098138 -1.367030 4.800442 0.570 0.925 -0.081 0.2516
H 0.687848 0.378966 5.211414 -0.727 -1.354 -1.465 0.2532
H 1.521056 0.894876 -1.990465 0.605 -0.206 -0.415 0.2595
H -0.494944 0.795735 -3.054247 -0.039 -0.371 0.949 0.4687
H -0.620096 0.999927 -4.595880 0.561 -1.042 -0.320 0.4361

(2)
36
Properties=species:S:1:pos:R:3:forces:R:3:nbo_charge:R:1 method="wB97M-V/def2-TZVPD" multiplicity=3 homo_energy_ev="0.7255 / -1.9371" total_charge=-1 e_above_lowest_kcal_mol=82.2
C -1.490006 -0.202520 0.128162 -0.833 2.867 0.176 -0.3964
C -1.369312 0.766253 -1.044451 -2.105 -2.407 -0.357 -0.5736
C -1.174369 2.067025 -0.541490 -1.800 1.740 0.829 -0.3932
C -0.978088 1.955690 0.874165 -1.122 1.800 0.952 -0.4205
C -0.909535 0.562328 1.221420 -3.036 -0.275 0.416 -0.4025
Ni 0.349910 1.103958 -0.158566 3.594 -0.227 -0.635 0.6538
P -0.695618 -1.891263 -0.815630 1.083 -0.868 -0.236 0.3287
H -2.385758 -0.727714 0.459290 -0.311 -0.643 -0.515 0.1704
H -1.702390 0.508376 -2.045914 -0.076 0.110 0.071 0.2035
H -1.306575 2.997353 -1.081155 0.114 -0.133 0.003 0.2157
H -0.930641 0.119916 2.230301 0.345 0.578 -0.421 0.2083
H -0.990364 2.801883 1.555743 0.380 -0.267 -0.015 0.2164
H 0.436818 -1.545418 -1.615924 -0.329 -0.499 0.297 0.0196
H -1.612537 -2.398197 -1.803932 0.494 -0.407 0.364 -0.0068
H -0.273849 -2.973376 0.045697 -0.082 -0.324 -0.955 -0.0134
C 3.150262 -1.544784 2.356751 0.095 0.057 -0.197 -0.5818
N 3.698846 -0.680568 1.306226 0.317 -0.324 0.473 -0.4549
C 5.101636 -0.320806 1.503403 0.055 -0.230 0.007 -0.7540
C 2.855068 0.056154 0.541716 -1.079 -0.235 0.431 0.5985
N 1.568006 0.153739 0.819808 2.742 -2.316 0.540 -0.8790
N 3.312790 0.740366 -0.544534 -0.071 0.198 -0.171 -0.4459
C 4.505496 0.355735 -1.301171 -0.052 0.033 0.315 -0.5947
C 2.312174 1.477992 -1.309818 0.788 -0.048 -0.940 -0.4473
H 3.998999 -2.010126 2.862822 -0.242 -0.036 -0.159 0.2122
H 2.527095 -2.356875 1.946476 0.046 0.361 0.045 0.1945
H 2.597220 -0.970641 3.119214 -0.004 -0.128 -0.173 0.1803
H 5.740306 -0.890214 0.813997 0.151 0.333 0.064 0.1791
H 5.268333 0.761170 1.426198 -0.012 -0.235 -0.164 0.1963
H 5.361736 -0.630057 2.517806 0.131 0.272 -0.179 0.2007
H 1.278018 -0.448626 1.596017 0.363 0.729 -0.363 0.3824
H 4.350444 0.611797 -2.355482 -0.021 -0.182 0.262 0.2018
H 5.382529 0.910533 -0.944815 0.004 -0.225 -0.116 0.1927
H 4.684142 -0.722816 -1.215756 0.069 0.191 -0.072 0.2017
H 1.757470 0.821015 -2.021346 0.318 0.435 0.434 0.2101
H 1.652655 2.071268 -0.630666 0.405 0.448 -0.172 0.1882
H 2.862141 2.229097 -1.900360 -0.319 -0.145 0.164 0.2091

(3)
41
Properties=species:S:1:pos:R:3:forces:R:3:nbo_charge:R:1 method="wB97M-V/def2-TZVPD" homo_energy_ev=-15.3212 total_charge=+2 e_above_lowest_kcal_mol=4.9
Pt 1.249690 0.342039 0.637847 0.033 0.109 0.027 0.9964
C -1.027016 -8.059260 -1.174339 -0.007 -0.009 0.025 -0.7511
C 0.138793 -7.187308 -0.979454 -0.011 0.014 0.009 0.7459
C 1.515410 -7.686443 -1.009005 0.008 -0.004 0.035 -0.7381
O -0.000389 -5.943172 -0.728015 -0.003 -0.094 -0.044 -0.5279
C 3.712127 1.346976 -0.860723 -0.117 0.031 -0.098 1.0906
O 4.404976 1.335995 -1.765727 0.051 -0.018 0.045 -0.3790
O 3.004419 1.397050 0.080331 0.090 -0.019 0.075 -0.5897
H -1.086477 -8.722887 -0.302368 0.005 -0.007 -0.011 0.3105
H -0.867780 -8.708598 -2.036284 -0.002 0.008 -0.009 0.2999
H -1.963364 -7.512735 -1.271947 0.000 0.000 0.003 0.2576
H 1.667364 -8.249417 -0.078005 0.002 -0.008 -0.008 0.3072
H 2.239495 -6.878461 -1.055346 -0.002 0.001 -0.002 0.2776
H 1.647254 -8.401220 -1.821090 -0.002 0.005 -0.007 0.2893
H -0.931522 -5.654679 -0.695564 -0.011 -0.025 -0.001 0.5292
C 0.154479 6.056122 -1.391154 -0.003 -0.004 0.002 -0.6183
C -1.074947 5.169517 -1.550670 -0.008 -0.013 -0.016 -0.4205
C -0.747731 3.682755 -1.681172 0.017 0.020 0.021 -0.5612
S -0.067796 3.029260 -0.151416 0.024 -0.012 0.019 1.1954
O 0.324490 1.581241 -0.634847 -0.109 0.003 -0.002 -0.9293
C -1.580601 2.834733 0.830748 -0.016 0.019 -0.013 -0.5819
C -1.406948 3.318276 2.266547 -0.022 0.007 -0.011 -0.4164
C -0.312150 2.598394 3.038988 0.011 -0.037 0.044 -0.6194
H -0.136120 7.104376 -1.359680 0.001 0.000 -0.001 0.2436
H 0.839362 5.927402 -2.230473 0.002 0.001 0.000 0.2167
H 0.701716 5.842149 -0.471356 0.000 -0.001 0.001 0.2043
H -1.618206 5.443263 -2.456320 0.000 0.000 -0.002 0.2460
H -1.777174 5.330386 -0.728233 -0.002 0.008 0.006 0.2108
H 0.033479 3.504190 -2.421565 0.004 0.024 -0.004 0.2530
H -1.616182 3.069350 -1.924815 0.016 -0.018 -0.005 0.2486
H -1.825720 1.771327 0.765460 0.058 0.001 -0.005 0.2529
H -2.357313 3.395610 0.310586 -0.030 -0.021 0.014 0.2526
H -2.366711 3.171828 2.765423 -0.012 0.022 -0.013 0.2393
H -1.227487 4.395626 2.266330 0.023 -0.002 -0.004 0.2209
H -0.499752 1.523062 3.080547 -0.012 -0.001 -0.015 0.2031
H -0.267653 2.962179 4.064333 0.013 0.005 -0.011 0.2475
H 0.675619 2.761427 2.598801 -0.002 -0.004 -0.008 0.1997
O -0.218322 -0.784868 1.365062 0.043 0.001 0.017 -0.4446
N 0.599252 -1.531216 2.069425 -0.005 -0.010 -0.079 0.7147
O 0.252582 -2.434036 2.729441 0.000 0.003 0.023 -0.2381
O 1.816855 -1.140253 1.909716 -0.025 0.026 0.002 -0.4374